Computed, not measured: C2H6OS in the gas phase, with ωB97M-V/def2-TZVPD.

Last column: natural (NBO) charge in e.
Element x y z (Å)
C -0.834 -0.639 -0.049  -0.656
C 0.263 0.193 0.489  -0.024
O 0.018 1.636 -0.207  -0.759
S 1.902 -0.469 -0.035  -0.031
H -0.769 -0.569 -1.161  0.222
H -1.781 -0.320 0.300  0.230
H -0.799 -1.694 0.139  0.229
H 0.198 0.509 1.519  0.207
H 0.626 2.191 0.133  0.452
H 1.175 -0.838 -1.129  0.131

Summary:
Gap between HOMO and LUMO, eV: 10.336
E, hartree: -553.18199
Energy relative to the best compared isomer or geometry (same formula, charge and spin), kcal/mol: 13.44



Computed, not measured: C2H3OP in the gas phase, with ωB97M-V/def2-TZVPD.

Last column: natural (NBO) charge in e.
Element x y z (Å)
C -1.231 -0.011 -0.390  -0.386
C 0.001 0.256 0.050  -0.563
P 2.061 -0.052 -0.297  1.310
O 2.577 -0.827 0.825  -0.969
H -2.111 0.429 0.205  0.206
H -1.532 -0.214 -1.500  0.206
H 0.234 0.419 1.107  0.195

Summary:
Gap between HOMO and LUMO, eV: 8.080
E, hartree: -494.51413
Energy relative to the best compared isomer or geometry (same formula, charge and spin), kcal/mol: 30.99



Computed, not measured: 2 unconnected molecules or ions with the total composition CH2O5P2, with ωB97M-V/def2-TZVPD.

Last column: natural (NBO) charge in e.
Element x y z (Å)
C -1.482 -0.840 0.372  -0.135
O 3.139 1.297 0.039  -1.146
O 3.501 -0.795 -1.314  -1.151
O -2.054 -1.350 -0.615  -0.733
O 3.644 -0.929 1.234  -1.139
O -3.387 0.667 -0.429  -1.056
P -2.412 0.712 0.895  0.550
P 3.434 -0.163 0.022  2.435
H -3.135 -0.242 -0.752  0.466
H -1.249 1.642 0.548  -0.092

Summary:
Gap between HOMO and LUMO, eV: 5.928
E, hartree: -1098.26358
Energy relative to the best compared isomer or geometry (same formula, charge and spin), kcal/mol: 72.33
Charge: -2



Computed, not measured: 2 unconnected molecules or ions with the total composition C3H13N3, with ωB97M-V/def2-TZVPD.

Last column: natural (NBO) charge in e.
Element x y z (Å)
C -2.571 -0.850 -0.673  -0.483
N -1.480 -0.422 0.260  -0.114
C -0.936 0.972 0.129  -0.492
H -2.051 -1.364 -1.582  0.285
H -3.223 -0.009 -0.921  0.275
H -3.190 -1.569 -0.079  0.250
H -1.957 -0.559 1.181  0.425
H -1.838 1.710 0.195  0.294
H -0.218 1.197 0.926  0.259
H -0.499 1.214 -0.866  0.269
N 1.467 -1.172 -0.259  -0.831
C 2.429 -0.209 0.328  -0.094
N 2.438 1.338 0.426  -0.769
H 1.680 -1.484 -1.178  0.381
H 0.498 -0.921 -0.125  0.317
H 3.393 -0.454 0.032  0.207
H 2.407 -0.574 1.425  0.169
H 1.750 1.578 1.154  0.323
H 1.900 1.576 -0.373  0.327

Summary:
Gap between HOMO and LUMO (alpha / beta), eV: 8.982 / 3.709
E, hartree: -285.95025
Energy relative to the best compared isomer or geometry (same formula, charge and spin), kcal/mol: 60.53
Spin multiplicity: 2
Charge: +1



Computed, not measured: 2 unconnected molecules or ions with the total composition C11H14ClNO, with ωB97M-V/def2-TZVPD.

Last column: natural (NBO) charge in e.
Element x y z (Å)
C -0.905 1.185 -3.278  -0.190
C -1.829 0.324 -2.803  -0.217
C 0.420 1.094 -2.781  -0.212
C -1.534 -0.819 -2.035  -0.130
C 0.676 0.103 -1.858  -0.141
C -0.220 -0.970 -1.579  -0.201
C 0.035 -1.892 -0.498  0.424
C 1.900 0.418 2.015  -0.050
C -0.430 0.694 1.164  0.160
C 2.641 -0.655 2.817  -0.638
C -1.921 0.545 1.627  -0.659
N 0.605 0.179 1.868  -0.683
O -0.763 -2.687 -0.081  -0.547
Cl -0.119 2.152 0.356  -0.005
H -1.393 1.942 -3.877  0.223
H -2.958 0.426 -2.933  0.211
H 1.021 1.870 -2.999  0.212
H -2.297 -1.386 -1.746  0.214
H 1.634 0.162 -1.359  0.218
H 1.122 -2.000 0.030  0.113
H 2.222 1.316 1.491  0.203
H 3.433 -0.920 2.249  0.217
H 1.932 -1.614 3.042  0.201
H 2.977 -0.206 3.896  0.214
H -2.032 0.973 2.540  0.210
H -2.154 -0.536 1.537  0.227
H -2.414 0.996 0.784  0.233
H 0.349 -0.691 2.412  0.393

Summary:
Gap between HOMO and LUMO (alpha / beta), eV: 4.969 / 9.249
E, hartree: -1017.51694
Spin multiplicity: 3



Computed, not measured: 2 unconnected molecules or ions with the total composition CH7NS2, with ωB97M-V/def2-TZVPD.

Last column: natural (NBO) charge in e.
Element x y z (Å)
C 0.671 0.943 -0.691  -0.720
S -0.181 -0.527 0.033  0.077
S 1.524 -1.555 0.550  -0.138
H 1.131 0.585 -1.607  0.223
H -0.010 1.773 -0.848  0.211
H 1.424 1.264 0.005  0.223
H 1.748 -1.103 1.797  0.123
N -2.792 2.432 -0.359  -1.064
H -3.371 1.606 -0.472  0.359
H -2.629 2.442 0.641  0.357
H -1.922 2.329 -0.842  0.350

Summary:
Gap between HOMO and LUMO, eV: 9.829
E, hartree: -893.41342
Energy relative to the best compared isomer or geometry (same formula, charge and spin), kcal/mol: 4.55